293
Properties=species:S:1:pos:R:3:lowdin_charge:R:1 method="wB97M-V/def2-TZVPD" spin_multiplicity=1 gap_ev=9.53 total_charge=+6 molar_mass_g_mol=1515.4 homo_ev=-19.7 max_force_ha_per_bohr=0.0575
C -33.80 3.25 7.45 -0.047
C -32.80 3.97 6.43 -0.216
C -31.29 4.11 6.70 -0.141
C -30.66 2.68 6.70 -0.118
N -29.18 2.66 6.38 -0.189
C -28.43 3.41 7.54 -0.087
C -27.30 2.61 8.13 -0.121
C -27.84 1.13 7.94 -0.108
C -28.64 1.18 6.58 -0.061
C -28.85 3.21 4.98 -0.088
C -29.57 2.57 3.73 -0.203
C -29.01 3.25 2.52 -0.089
H -34.01 3.81 8.36 0.084
H -33.43 2.27 7.78 0.035
H -34.75 3.03 6.96 0.040
H -33.13 5.00 6.31 0.100
H -32.91 3.54 5.43 0.066
H -31.12 4.61 7.66 0.121
H -30.87 4.76 5.94 0.112
H -31.04 2.04 5.90 0.115
H -30.73 2.22 7.69 0.126
H -28.11 4.38 7.14 0.142
H -29.10 3.58 8.39 0.132
H -26.37 2.67 7.57 0.121
H -27.01 2.93 9.13 0.136
H -27.06 0.38 7.82 0.107
H -28.42 0.84 8.81 0.106
H -27.96 0.97 5.76 0.114
H -29.45 0.45 6.52 0.107
H -27.78 3.00 5.10 0.134
H -28.96 4.29 4.94 0.126
H -30.59 2.96 3.73 0.084
H -29.55 1.49 3.77 0.104
H -28.62 4.26 2.66 0.095
H -29.69 3.39 1.68 0.078
H -28.28 2.60 2.06 0.064
C -34.26 11.16 2.02 -0.091
C -34.68 9.91 1.28 -0.250
C -35.03 8.77 2.25 -0.193
C -35.26 7.40 1.58 -0.070
N -35.06 6.17 2.52 -0.183
C -33.69 5.79 3.03 -0.083
C -33.01 5.07 1.88 -0.188
C -34.01 4.65 0.88 -0.128
C -35.40 4.99 1.58 -0.050
C -36.01 6.25 3.76 -0.104
C -37.45 6.58 3.44 -0.219
C -38.35 6.56 4.70 -0.073
H -34.11 11.96 1.30 0.087
H -33.41 10.99 2.68 0.086
H -35.18 11.58 2.44 0.086
H -33.87 9.46 0.71 0.107
H -35.49 10.17 0.61 0.124
H -35.86 9.03 2.90 0.113
H -34.30 8.66 3.06 0.107
H -34.48 7.26 0.84 0.130
H -36.26 7.29 1.15 0.131
H -33.76 5.10 3.87 0.109
H -33.16 6.71 3.27 0.139
H -32.39 4.27 2.29 0.091
H -32.19 5.61 1.42 0.126
H -33.96 3.59 0.66 0.080
H -33.75 5.26 0.01 0.117
H -35.65 4.14 2.22 0.110
H -36.19 5.27 0.88 0.127
H -35.53 7.02 4.37 0.134
H -35.90 5.34 4.35 0.123
H -37.83 5.87 2.70 0.090
H -37.67 7.47 2.84 0.116
H -38.30 7.45 5.32 0.087
H -38.41 5.64 5.30 0.066
H -39.37 6.71 4.36 0.082
C -30.64 -3.51 12.98 -0.067
C -30.24 -3.58 11.47 -0.230
C -31.38 -3.45 10.49 -0.191
C -31.71 -1.97 10.11 -0.062
N -32.97 -1.79 9.10 -0.157
C -34.29 -2.28 9.82 -0.102
C -34.70 -1.25 10.80 -0.119
C -34.21 0.05 10.14 -0.118
C -33.27 -0.29 8.94 -0.103
C -32.74 -2.59 7.78 -0.088
C -31.58 -1.94 7.03 -0.224
C -31.18 -2.72 5.78 -0.078
H -29.75 -3.36 13.60 0.086
H -31.28 -4.33 13.33 0.082
H -31.26 -2.62 13.11 0.059
H -29.68 -4.50 11.29 0.117
H -29.56 -2.74 11.29 0.105
H -32.26 -4.00 10.82 0.111
H -31.16 -3.90 9.52 0.097
H -30.83 -1.48 9.67 0.106
H -31.70 -1.35 11.00 0.132
H -34.99 -2.47 9.00 0.102
H -34.02 -3.22 10.30 0.123
H -35.77 -1.30 11.01 0.124
H -34.24 -1.52 11.75 0.130
H -34.93 0.75 9.72 0.100
H -33.73 0.81 10.77 0.123
H -33.80 -0.28 7.99 0.116
H -32.34 0.29 8.92 0.117
H -33.68 -2.55 7.23 0.126
H -32.57 -3.63 8.04 0.129
H -30.69 -1.94 7.67 0.099
H -31.76 -0.90 6.75 0.100
H -30.22 -2.33 5.42 0.046
H -31.92 -2.67 4.98 0.066
H -30.84 -3.73 6.04 0.091
C -40.44 2.46 1.69 -0.093
C -39.29 3.03 2.52 -0.220
C -38.51 1.79 3.04 -0.180
C -38.87 1.10 4.42 -0.070
N -37.86 0.03 4.90 -0.168
C -38.44 -0.56 6.22 -0.069
C -38.12 0.48 7.37 -0.101
C -37.02 1.45 6.81 -0.126
C -36.63 0.75 5.50 -0.117
C -37.50 -0.99 3.76 -0.053
C -38.79 -1.83 3.36 -0.221
C -38.48 -2.58 2.09 -0.078
H -40.86 3.28 1.11 0.085
H -41.20 2.10 2.39 0.080
H -40.23 1.62 1.02 0.077
H -39.59 3.69 3.33 0.109
H -38.67 3.62 1.84 0.092
H -37.47 2.11 3.04 0.082
H -38.42 1.06 2.23 0.094
H -39.78 0.57 4.12 0.115
H -39.19 1.86 5.13 0.141
H -37.89 -1.49 6.34 0.103
H -39.50 -0.66 6.01 0.134
H -37.79 -0.13 8.21 0.092
H -39.00 0.99 7.77 0.125
H -36.36 1.71 7.64 0.096
H -37.36 2.42 6.47 0.107
H -35.89 -0.04 5.67 0.115
H -36.09 1.36 4.78 0.107
H -36.68 -1.61 4.12 0.109
H -37.12 -0.36 2.96 0.113
H -39.61 -1.16 3.08 0.106
H -39.23 -2.43 4.14 0.105
H -39.35 -3.23 2.01 0.098
H -37.64 -3.20 2.41 0.059
H -38.31 -1.95 1.22 0.076
C -33.50 2.94 -2.80 -0.069
C -33.25 2.02 -1.54 -0.209
C -33.16 0.42 -1.84 -0.134
C -34.58 -0.15 -2.23 -0.086
N -34.53 -1.64 -2.59 -0.144
C -33.96 -2.56 -1.44 -0.058
C -34.98 -2.41 -0.27 -0.134
C -36.31 -2.45 -1.05 -0.163
C -36.03 -2.07 -2.50 -0.091
C -33.90 -1.80 -4.03 -0.050
C -32.38 -2.04 -4.09 -0.252
C -31.65 -1.57 -5.33 -0.078
H -32.79 2.84 -3.62 0.079
H -33.23 3.93 -2.43 0.058
H -34.55 2.94 -3.10 0.072
H -34.06 2.06 -0.81 0.071
H -32.33 2.33 -1.04 0.097
H -32.64 -0.15 -1.06 0.072
H -32.39 0.35 -2.62 0.094
H -35.02 0.37 -3.08 0.134
H -35.22 -0.04 -1.36 0.123
H -33.91 -3.60 -1.78 0.147
H -32.96 -2.34 -1.07 0.090
H -34.99 -3.28 0.39 0.094
H -34.85 -1.55 0.39 0.094
H -36.76 -3.45 -1.05 0.123
H -37.05 -1.78 -0.60 0.093
H -36.20 -3.00 -3.04 0.133
H -36.76 -1.38 -2.93 0.143
H -34.03 -0.84 -4.53 0.126
H -34.46 -2.54 -4.60 0.138
H -32.17 -3.11 -4.08 0.111
H -31.94 -1.67 -3.17 0.083
H -32.09 -1.89 -6.28 0.096
H -30.58 -1.76 -5.34 0.090
H -31.69 -0.48 -5.28 0.073
C -36.73 -11.86 6.56 -0.065
C -36.16 -10.50 5.90 -0.206
C -37.22 -9.35 6.10 -0.252
C -36.92 -8.06 5.25 -0.252
P -38.11 -6.69 5.51 1.002
C -38.09 -6.10 7.25 -0.217
C -38.93 -4.79 7.51 -0.225
C -38.90 -4.07 8.86 -0.236
C -37.69 -3.17 9.10 -0.106
C -37.42 -5.45 4.40 -0.273
C -35.92 -5.09 4.46 -0.225
C -35.22 -5.26 3.10 -0.250
C -34.05 -4.32 2.91 -0.108
C -39.75 -7.18 4.99 -0.255
C -40.53 -8.04 5.97 -0.258
C -41.78 -8.60 5.34 -0.262
C -41.43 -9.56 4.23 -0.088
H -37.54 -12.23 5.93 0.068
H -37.29 -11.77 7.49 0.073
H -35.89 -12.55 6.64 0.076
H -35.86 -10.50 4.86 0.104
H -35.38 -10.16 6.58 0.094
H -37.23 -9.19 7.18 0.110
H -38.16 -9.70 5.69 0.086
H -37.00 -8.35 4.20 0.109
H -35.92 -7.74 5.52 0.091
H -37.05 -5.89 7.51 0.087
H -38.34 -6.89 7.96 0.105
H -39.97 -5.03 7.32 0.107
H -38.64 -3.99 6.82 0.079
H -38.93 -4.78 9.69 0.124
H -39.79 -3.45 8.94 0.120
H -37.83 -2.68 10.06 0.087
H -37.60 -2.48 8.26 0.037
H -36.76 -3.73 9.18 0.060
H -38.11 -4.61 4.54 0.065
H -37.74 -5.87 3.44 0.100
H -35.38 -5.56 5.29 0.104
H -35.84 -4.02 4.62 0.083
H -36.00 -5.11 2.34 0.096
H -35.00 -6.33 3.03 0.120
H -33.58 -4.60 1.97 0.066
H -33.21 -4.43 3.60 0.071
H -34.39 -3.29 3.03 0.069
H -39.53 -7.64 4.03 0.104
H -40.18 -6.18 4.90 0.106
H -40.91 -7.38 6.75 0.109
H -40.09 -8.84 6.56 0.119
H -42.42 -7.80 4.96 0.118
H -42.43 -9.04 6.10 0.125
H -42.27 -10.23 4.03 0.093
H -40.49 -10.08 4.44 0.074
H -41.27 -9.00 3.31 0.071
C -31.17 -3.20 1.20 -0.081
C -30.55 -1.93 0.55 -0.245
C -29.38 -1.41 1.34 -0.232
C -28.20 -2.40 1.21 -0.260
P -26.70 -1.87 2.05 1.020
C -27.09 -1.87 3.76 -0.292
C -27.47 -3.18 4.53 -0.214
C -27.32 -3.09 6.00 -0.275
C -25.99 -2.70 6.60 -0.079
C -26.28 -0.16 1.35 -0.242
C -25.98 -0.13 -0.15 -0.245
C -25.33 1.18 -0.61 -0.204
C -24.04 1.53 0.25 -0.076
C -25.23 -2.97 1.84 -0.226
C -23.82 -2.34 2.05 -0.246
C -22.71 -3.38 1.88 -0.232
C -21.27 -2.74 1.64 -0.064
H -32.09 -3.45 0.68 0.044
H -31.47 -3.00 2.23 0.065
H -30.52 -4.07 1.11 0.081
H -31.42 -1.27 0.58 0.072
H -30.35 -2.05 -0.51 0.116
H -29.61 -1.32 2.41 0.096
H -29.11 -0.41 0.99 0.103
H -27.91 -2.52 0.17 0.109
H -28.47 -3.34 1.69 0.093
H -27.81 -1.07 3.91 0.082
H -26.20 -1.38 4.15 0.081
H -26.95 -4.07 4.18 0.119
H -28.49 -3.31 4.16 0.093
H -27.65 -3.99 6.52 0.123
H -28.06 -2.33 6.25 0.080
H -26.05 -2.25 7.59 0.081
H -25.57 -1.91 5.97 0.052
H -25.16 -3.39 6.48 0.094
H -25.49 0.21 2.01 0.081
H -27.14 0.49 1.56 0.068
H -26.98 -0.21 -0.58 0.105
H -25.30 -0.93 -0.44 0.114
H -25.97 2.05 -0.48 0.100
H -25.08 1.06 -1.67 0.117
H -23.31 2.18 -0.22 0.085
H -23.55 0.56 0.39 0.048
H -24.14 1.79 1.30 0.062
H -25.29 -3.22 0.78 0.097
H -25.36 -3.87 2.44 0.097
H -23.70 -1.87 3.03 0.112
H -23.67 -1.56 1.31 0.083
H -22.99 -4.11 1.11 0.111
H -22.61 -3.81 2.87 0.105
H -21.17 -1.98 2.41 0.067
H -21.29 -2.15 0.72 0.070
H -20.44 -3.44 1.74 0.083
P -33.40 0.78 2.97 0.303
F -33.32 -0.08 1.55 -0.183
F -32.33 1.83 2.31 -0.177
F -34.59 1.85 2.54 -0.179
F -33.41 1.51 4.41 -0.169
F -34.44 -0.36 3.52 -0.173
F -32.08 -0.10 3.56 -0.210